(1)
Molecular formula: C26H42MnN3
Method: DFT, ωB97M-V with the def2-TZVPD basis set

The spin multiplicity is 4. The calculation puts the HOMO-LUMO gap (spin up / spin down) at 6.70 / 7.57 eV. As for the expectation value of S²: 4.0102. As for the charge: +1. The LUMO energy (spin up / spin down) comes out at -3.05 / -2.36 eV.

Last column: Löwdin spin population.
CARTESIAN COORDINATES (ANGSTROEM)
C: -1.138 1.990 0.107  0.006
C: -2.164 1.001 0.410  -0.092
C: -2.488 0.316 -0.794  0.022
C: -1.620 0.755 -1.819  -0.037
C: -0.728 1.732 -1.271  -0.050
Mn: 0.092 0.302 0.264  3.259
C: 1.487 -1.863 -0.893  -0.001
C: 1.967 -0.708 -0.029  -0.098
H: 2.487 -1.037 0.881  -0.004
C: 2.050 0.652 -0.422  -0.066
H: 2.168 0.938 -1.470  -0.005
H: 2.486 1.351 0.304  0.003
C: 2.383 -3.112 -0.726  -0.002
H: 2.626 -3.321 0.323  0.000
H: 1.896 -3.996 -1.153  0.000
H: 3.332 -2.977 -1.248  0.000
C: 1.498 -1.488 -2.386  0.002
H: 1.178 -0.460 -2.592  0.001
H: 2.527 -1.592 -2.749  0.000
H: 0.889 -2.156 -2.997  0.000
C: -2.985 0.968 1.647  -0.016
H: -2.444 1.390 2.505  -0.001
H: -3.914 1.549 1.527  -0.007
H: -3.280 -0.060 1.906  -0.002
C: -3.667 -0.571 -0.954  0.006
H: -3.710 -1.333 -0.161  0.001
H: -4.604 0.004 -0.902  0.002
H: -3.658 -1.093 -1.918  0.000
C: -1.747 0.439 -3.264  -0.006
H: -1.986 -0.618 -3.440  -0.002
H: -2.555 1.027 -3.727  -0.002
H: -0.825 0.675 -3.811  0.000
C: 0.127 2.641 -2.075  -0.007
H: 0.650 2.100 -2.877  -0.001
H: -0.472 3.431 -2.555  -0.003
H: 0.885 3.131 -1.453  0.000
C: -0.808 3.205 0.894  0.008
H: 0.224 3.533 0.703  0.001
H: -1.474 4.045 0.636  0.001
H: -0.909 3.028 1.975  0.000
C: 0.080 -2.159 -0.389  -0.010
C: 0.145 -2.747 0.862  0.021
C: -0.926 -2.588 -1.290  0.016
C: -0.556 -3.923 1.152  -0.003
H: 0.867 -2.263 1.546  0.001
C: -1.612 -3.756 -1.010  -0.003
H: -1.057 -2.037 -2.222  0.000
C: -1.369 -4.484 0.168  0.023
H: -0.450 -4.418 2.127  -0.001
H: -2.341 -4.154 -1.726  -0.001
H: -1.874 -5.438 0.358  0.001
C: -0.367 -0.240 4.894  0.002
N: 0.811 0.496 4.430  0.014
C: 1.707 1.032 5.463  0.001
C: 1.036 0.656 3.120  0.014
N: 0.162 0.136 2.246  0.004
N: 2.175 1.354 2.691  0.004
C: 2.231 2.815 2.838  0.001
C: 3.489 0.707 2.810  0.001
H: -0.343 -0.267 5.985  0.000
H: -0.360 -1.278 4.521  0.000
H: -1.298 0.262 4.579  0.001
H: 2.715 0.600 5.370  0.000
H: 1.768 2.130 5.399  0.000
H: 1.285 0.753 6.436  0.000
H: -0.575 -0.342 2.753  0.003
H: 2.902 3.101 3.661  0.000
H: 2.623 3.253 1.910  0.000
H: 1.232 3.231 3.016  0.000
H: 3.378 -0.363 3.033  0.000
H: 4.022 0.806 1.856  0.000
H: 4.092 1.182 3.596  0.000

---

(2)
Molecular formula: C26H43As3N4NiSTe
Method: DFT, ωB97M-V with the def2-TZVPD basis set

The calculation puts the HOMO-LUMO gap (spin up / spin down) at 6.90 / 6.90 eV. As for the charge: +2. The LUMO energy (spin up / spin down) comes out at -6.02 / -6.02 eV. As for the relative energy (zero: lowest compared OMol25 entry of this formula, charge and spin): 0.0 kJ/mol.

Last column: Löwdin charge in e.
CARTESIAN COORDINATES (ANGSTROEM)
Ni: -0.640 0.209 0.870  -0.462
C: 2.681 0.696 1.847  -0.252
As: 1.618 -0.005 0.380  1.117
C: 2.461 -1.723 0.136  -0.244
C: 2.257 0.808 -1.271  -0.304
C: 2.013 2.287 -1.582  -0.663
C: 2.760 3.167 -0.575  -0.052
C: 0.527 2.634 -1.598  -0.318
As: -0.570 2.354 -0.017  1.104
C: -0.151 3.726 1.290  -0.245
C: -2.242 3.011 -0.733  -0.273
C: 2.609 2.578 -2.977  -0.368
As: 1.928 1.930 -4.742  1.166
C: 0.926 0.270 -4.368  -0.362
C: 0.370 3.102 -4.980  -0.340
H: 2.291 1.639 2.221  0.008
H: 3.708 0.840 1.516  0.053
H: 2.671 -0.044 2.648  0.037
H: 3.519 -1.542 -0.056  0.056
H: 2.022 -2.242 -0.713  0.041
H: 2.349 -2.343 1.021  0.023
H: 1.817 0.179 -2.048  0.051
H: 3.333 0.613 -1.282  0.101
H: 2.426 3.003 0.451  0.042
H: 2.614 4.224 -0.806  0.101
H: 3.832 2.967 -0.612  0.102
H: 0.015 2.046 -2.361  0.047
H: 0.396 3.685 -1.869  0.102
H: 0.033 4.675 0.788  0.053
H: 0.720 3.463 1.884  0.010
H: -1.017 3.835 1.943  0.038
H: -2.052 3.963 -1.226  0.051
H: -2.963 3.146 0.069  0.018
H: -2.641 2.301 -1.456  0.043
H: 3.658 2.271 -2.960  0.068
H: 2.630 3.662 -3.126  0.075
H: 1.607 -0.550 -4.138  0.020
H: 0.422 0.021 -5.303  0.027
H: 0.168 0.358 -3.588  -0.014
H: 0.682 4.141 -4.875  0.025
H: -0.455 2.900 -4.297  0.005
H: 0.013 2.967 -6.000  0.023
C: -1.524 0.672 6.409  0.017
C: -2.352 0.611 5.183  -0.300
N: -3.641 0.575 5.131  0.164
N: -3.939 0.521 3.801  0.063
C: -2.867 0.525 3.017  -0.672
S: -2.850 0.509 1.316  0.698
N: -1.832 0.578 3.893  -0.076
N: -0.498 0.614 3.496  0.123
H: -2.186 0.697 7.271  0.102
H: -0.901 1.567 6.421  0.094
H: -0.879 -0.204 6.492  0.094
H: -4.902 0.484 3.504  0.177
H: 0.001 -0.148 3.943  0.112
H: -0.083 1.494 3.787  0.117
Te: -1.299 -2.234 1.307  1.492
C: -2.211 -2.350 -0.580  -0.534
C: -3.318 -3.170 -0.756  -0.116
C: -3.909 -3.253 -2.010  -0.049
C: -3.396 -2.526 -3.074  -0.047
C: -2.284 -1.714 -2.896  -0.061
C: -1.686 -1.624 -1.647  -0.156
C: 0.121 -3.771 1.033  -0.528
C: 0.309 -4.387 -0.198  -0.130
C: 1.256 -5.396 -0.311  -0.054
C: 2.007 -5.782 0.791  -0.052
C: 1.798 -5.176 2.022  -0.065
C: 0.848 -4.173 2.148  -0.172
H: -3.721 -3.741 0.070  0.107
H: -4.773 -3.889 -2.153  0.120
H: -3.861 -2.598 -4.049  0.119
H: -1.875 -1.159 -3.730  0.102
H: -0.806 -1.004 -1.510  0.061
H: -0.273 -4.094 -1.062  0.100
H: 1.403 -5.886 -1.265  0.118
H: 2.741 -6.570 0.694  0.117
H: 2.363 -5.495 2.888  0.116
H: 0.673 -3.724 3.120  0.095

---

(3)
Molecular formula: C26H43AuCl3N3O3Si
Method: DFT, ωB97M-V with the def2-TZVPD basis set

The spin multiplicity is 3. The calculation puts the HOMO-LUMO gap (spin up / spin down) at 3.24 / 3.32 eV. As for the expectation value of S²: 2.0193. As for the charge: 0. The LUMO energy (spin up / spin down) comes out at -0.17 / -4.34 eV. As for the relative energy (zero: lowest compared OMol25 entry of this formula, charge and spin): 250.3 kJ/mol.

Last column: Löwdin spin population.
CARTESIAN COORDINATES (ANGSTROEM)
C: 1.481 4.976 -1.275  0.001
C: 1.419 4.627 0.185  0.006
H: 1.048 5.971 -1.432  0.000
H: 0.935 4.259 -1.892  0.000
H: 2.528 4.986 -1.617  -0.002
C: 1.741 5.522 1.153  0.083
C: 1.843 7.007 0.945  0.016
H: 1.955 5.166 2.162  0.002
H: 1.229 7.356 0.100  0.001
H: 2.884 7.308 0.761  0.006
H: 1.507 7.533 1.853  0.001
Au: -1.543 -1.813 -0.684  0.572
Cl: 2.638 0.801 -1.362  0.020
Cl: -2.782 -2.157 -2.569  0.083
H: -1.278 -6.040 -1.703  0.001
H: 0.185 -5.004 -4.711  0.000
C: -1.585 -5.061 -2.097  0.012
C: -0.522 -4.301 -4.229  0.000
N: -0.485 -4.419 -2.779  0.002
H: -1.932 -4.412 -1.290  0.011
C: 0.574 -3.963 -2.079  0.008
O: 0.633 -3.914 -0.840  0.055
H: -0.248 -3.278 -4.535  0.000
H: 1.425 -3.618 -2.724  0.001
H: -2.384 -5.177 -2.830  0.000
H: -1.545 -4.503 -4.569  0.000
H: -2.687 3.501 -0.492  0.001
H: -1.559 4.353 1.731  0.000
C: -3.465 3.022 0.109  0.002
C: -2.492 3.967 2.179  0.001
N: -2.980 2.803 1.453  0.002
H: -3.741 2.062 -0.322  0.000
C: -3.046 1.576 2.039  0.001
O: -3.417 0.534 1.480  0.007
H: -2.296 3.679 3.223  0.000
H: -2.702 1.602 3.098  0.001
H: -4.336 3.687 0.151  0.000
H: -3.239 4.777 2.167  0.000
O: -0.229 2.980 -0.130  0.203
C: 0.749 3.344 0.545  0.183
C: 0.375 1.959 2.618  0.068
C: 1.264 2.554 1.714  0.075
H: -0.672 1.836 2.308  0.005
C: 0.802 1.560 3.884  0.010
H: 2.173 1.912 -0.867  0.011
C: 2.644 2.410 1.941  0.057
H: 0.078 1.231 4.637  -0.001
C: 2.176 1.499 4.151  0.087
C: 3.097 1.841 3.149  0.014
H: 3.353 2.693 1.167  0.005
H: 2.535 1.173 5.138  0.006
H: 4.167 1.678 3.310  -0.001
Si: -1.460 0.865 -4.056  0.007
Cl: -1.081 0.951 -1.949  0.123
C: -3.317 0.808 -4.233  0.000
C: -0.558 -0.605 -4.781  0.000
C: -1.025 2.365 -5.090  0.004
H: -3.840 1.028 -3.296  0.000
H: -3.675 -0.155 -4.616  0.000
H: -3.575 1.590 -4.972  0.000
H: -1.697 3.193 -4.808  0.000
H: -1.248 2.109 -6.138  0.001
H: 0.031 2.653 -5.028  0.000
H: -0.004 -1.196 -4.038  0.000
H: 0.143 -0.258 -5.559  0.000
H: -1.292 -1.288 -5.237  0.000
C: 1.974 -2.214 4.540  0.010
C: 1.198 -1.830 3.319  0.033
C: -0.202 -1.755 3.355  0.009
C: -0.919 -1.561 2.178  0.035
N: -0.309 -1.548 0.966  0.105
C: 1.043 -1.441 0.950  0.030
C: 1.805 -1.600 2.091  0.010
H: 1.439 -1.932 5.448  0.001
H: 2.132 -3.301 4.591  0.004
H: 2.960 -1.738 4.555  0.001
H: -0.733 -1.897 4.290  0.001
H: -1.998 -1.402 2.179  0.007
H: 1.510 -1.258 -0.025  0.003
H: 2.898 -1.550 2.028  0.001

---

Electronic energy, record by record: -63426.493; -275293.440; -87408.157 eV